Computed, not measured: a molecular structure, C37H51O2P2PtSSe2, with the ωB97M-V functional and the def2-TZVPD basis.

Element x y z (Å)
Pt: -0.5208 -0.5399 0.6690
Se: -1.7809 1.4364 -0.3683
Se: -0.7995 0.5990 2.7621
S: -2.8675 -2.1652 -0.6839
P: 2.3488 -1.2850 -1.0323
P: -1.6904 2.3597 1.7023
O: -2.0745 -1.9762 0.6584
O: 0.9082 -0.7399 -0.7208
C: -4.3154 -1.1715 -0.5220
C: 0.7926 0.2888 -4.5188
C: -6.3100 -0.5250 0.6154
C: 0.4376 -4.3061 1.0733
C: -6.6246 0.3158 -0.4521
C: 5.4724 0.3121 1.7726
C: 3.0441 -0.3392 -3.6132
C: -5.7748 3.5708 3.2125
C: -4.6316 3.8570 3.9524
C: 2.0353 0.7913 -3.7925
C: -3.5031 -3.8153 -0.4732
C: 2.5834 -2.9649 1.2842
C: 4.3777 1.3264 1.4235
C: 3.1475 0.6172 0.8644
C: -5.6880 2.8938 2.0025
C: 1.6091 4.6807 1.7969
C: 2.7221 -2.8875 -0.2490
C: 0.1453 -0.8592 -3.7513
C: 0.7850 3.5732 1.8575
C: 1.9966 -4.0855 -0.8899
C: -3.3103 2.7930 2.2561
C: -4.6064 -0.3206 -1.5864
C: -0.2993 6.0950 1.3224
C: -5.7753 0.4298 -1.5434
C: -1.1406 5.0013 1.3915
C: -5.1483 -1.2746 0.5905
C: -3.3907 3.4778 3.4764
C: -0.5922 3.7375 1.6618
C: 4.9871 -0.4347 -0.6125
C: 1.1309 -1.9941 -3.4654
C: 0.5406 -4.1995 -0.4448
C: -4.4550 2.4901 1.5186
C: 1.1497 -3.1535 1.7656
C: 3.5022 0.0018 -0.5067
C: 1.0682 5.9339 1.5268
C: 2.4664 -1.5341 -2.8353
C: 5.5764 -0.8273 0.7391
H: 5.2635 -0.1133 2.7563
H: 0.6488 -2.7640 -2.8596
H: 1.7428 1.2035 -2.8164
H: 5.1137 -1.2469 -1.3341
H: -4.9003 -1.9343 1.4126
H: -6.5831 2.6878 1.4321
H: 2.5301 -4.9827 -0.5640
H: 5.0769 -1.7240 1.1135
H: -0.6918 -1.2689 -4.3207
H: 1.7186 6.7973 1.4812
H: -4.2052 -3.9957 -1.2874
H: 3.3270 0.7811 -1.2538
H: 4.1164 1.9074 2.3096
H: 2.6714 4.5738 1.9676
H: 0.9043 -5.2408 1.3975
H: 3.3178 -0.7196 -4.6014
H: 2.8128 -0.1376 1.5832
H: 2.0776 -4.0715 -1.9764
H: 2.3162 1.3146 0.7269
H: 1.3932 -2.4727 -4.4128
H: 4.7388 2.0416 0.6790
H: -4.3986 1.9584 0.5744
H: 6.4268 0.8294 1.8636
H: 0.5751 -2.2099 1.5948
H: -3.9514 -0.2745 -2.4491
H: 3.1523 -3.8455 1.5975
H: -7.5507 0.8758 -0.4368
H: 6.6180 -1.1129 0.5980
H: -0.6031 -4.3531 1.3987
H: 1.2037 2.5979 2.0753
H: -0.0238 -3.3254 -0.7995
H: 3.9740 0.0146 -3.1676
H: 0.0774 1.1003 -4.6619
H: -4.7092 4.3847 4.8929
H: -2.2072 5.1263 1.2528
H: 0.0915 -5.0758 -0.9163
H: -6.9849 -0.6092 1.4566
H: 1.1364 -3.2809 2.8493
H: 1.0758 -0.0534 -5.5183
H: 3.1796 -2.3639 -2.9114
H: -2.4983 3.7215 4.0422
H: -6.7420 3.8837 3.5828
H: -0.2640 -0.4773 -2.8085
H: -0.7066 7.0760 1.1208
H: -3.9942 -3.8955 0.4944
H: 3.0534 -2.1201 1.7835
H: 5.5523 0.4043 -1.0225
H: 2.5001 1.6068 -4.3471
H: -2.6576 -4.4966 -0.5457
H: 3.7894 -2.9825 -0.4902
H: -6.0314 1.0784 -2.3699

## Properties
- Orbital gap (spin up / spin down): 8.279 / 5.363 eV
- Expectation value of S²: 6.022
- Energy relative to the best compared isomer or geometry (same formula, charge and spin): 0.00 kcal per mole
- 2S+1: 5
- HOMO energy (spin up / spin down): -0.6222 / -0.6344 Eh
- Charge: +3
- E: -7593.11100 Ha
- Lowest unoccupied orbital energy (spin up / spin down): -8.653 / -11.900 eV

Löwdin atomic charge list, values in e, 6 entries:
1 Pt 0.76
2 Se 0.70
3 Se 0.56
4 S 0.99
5 P 0.94
6 P 0.42